Entry P
22
Properties=species:S:1:pos:R:3:lowdin_charge:R:1 method="wB97M-V/def2-TZVPD" e_lumo_ev=0.87 homo_ev=-8.96
C 0.86 2.35 -0.36 0.01
C 0.86 1.17 -0.97 -0.14
C 0.27 -0.07 -0.38 -0.32
C -0.79 -0.60 -0.99 -0.13
C -1.48 -1.86 -0.49 -0.08
C 0.88 -0.52 0.92 -0.20
C 2.13 -1.38 0.60 -0.08
H 1.20 3.26 -0.81 0.05
H 0.56 2.45 0.69 0.07
H 1.00 1.17 -2.05 0.11
H -1.10 -0.19 -1.93 0.11
H -2.39 -2.09 -1.04 0.07
H -1.70 -1.80 0.57 0.06
H -0.79 -2.70 -0.60 0.08
H 1.20 0.31 1.55 0.11
H 0.14 -1.10 1.47 0.10
H 1.85 -2.24 -0.01 0.07
H 2.52 -1.80 1.52 0.07
H 2.83 -0.77 0.03 0.08
O -2.31 1.21 1.11 -0.05
H -2.03 0.30 1.12 0.00
H -1.86 1.55 0.31 0.03

Entry Q
22
Properties=species:S:1:pos:R:3:lowdin_charge:R:1 method="wB97M-V/def2-TZVPD" e_lumo_ev=0.87 homo_ev=-8.74
C -1.18 1.28 0.25 0.04
C -0.67 0.28 -0.46 -0.31
C 0.64 -0.29 -0.03 -0.12
C 1.69 0.46 0.31 -0.16
C 2.86 -0.05 1.15 -0.10
C -1.19 -0.05 -1.85 -0.22
C -0.14 -0.75 -2.78 -0.09
H -2.13 1.72 -0.06 0.07
H -0.80 1.72 1.16 0.06
H 0.74 -1.34 0.22 0.11
H 1.83 1.51 0.08 0.11
H 2.95 0.59 2.02 0.07
H 2.64 -1.05 1.52 0.07
H 3.75 0.00 0.53 0.06
H -1.53 0.85 -2.39 0.10
H -2.10 -0.63 -1.75 0.10
H -0.60 -0.95 -3.74 0.07
H 0.31 -1.52 -2.17 0.06
H 0.62 0.02 -2.93 0.07
O -2.39 -0.67 3.28 -0.05
H -1.98 -0.46 4.12 0.03
H -3.31 -0.65 3.53 0.02

Calculated relative energies: entry P 0.000; entry Q 0.482, given in eV

Entry P
22
Properties=species:S:1:pos:R:3:lowdin_charge:R:1 method="wB97M-V/def2-TZVPD" e_lumo_ev=0.56 homo_ev=-9.03
C -1.44 -0.42 -1.96 0.03
C -1.00 0.73 -1.40 -0.25
C -1.81 1.98 -2.04 -0.04
C 0.30 0.90 -0.61 -0.28
C 1.28 1.45 -1.25 0.03
C 0.40 0.19 0.78 -0.20
C 1.14 0.91 1.92 -0.12
H -1.12 -1.42 -1.60 0.08
H -2.15 -0.26 -2.66 0.00
H -1.11 2.81 -2.04 0.06
H -2.35 1.71 -2.96 0.08
H -2.57 2.31 -1.37 0.04
H 2.23 1.64 -0.67 0.07
H 1.51 1.60 -2.31 0.08
H 0.95 -0.64 0.51 0.08
H -0.66 0.00 1.16 0.13
H 1.29 0.06 2.71 0.10
H 0.62 1.94 2.28 0.13
H 2.03 1.31 1.64 0.00
O 0.48 -5.78 3.40 -0.11
H 0.73 -5.23 2.54 0.11
H 1.26 -5.79 3.93 0.00

Entry Q
22
Properties=species:S:1:pos:R:3:lowdin_charge:R:1 method="wB97M-V/def2-TZVPD" e_lumo_ev=0.92 homo_ev=-8.52
C -3.21 0.37 0.77 -0.12
C -2.83 -1.05 1.07 -0.16
C -1.60 -1.50 1.03 -0.21
O -1.30 -2.82 1.29 0.00
H -3.65 0.88 1.63 0.07
H -2.34 0.97 0.46 0.06
H -3.93 0.47 -0.04 0.07
H -3.64 -1.74 1.26 0.11
H -0.73 -0.91 0.75 0.09
H -0.36 -2.93 1.19 0.07
C 2.12 -0.55 0.76 -0.02
C 1.79 -0.23 -0.48 -0.21
C 1.43 1.19 -0.88 -0.27
C 2.32 1.69 -2.02 -0.11
H 2.36 -1.59 0.98 0.05
H 2.18 0.15 1.59 0.06
H 1.85 -0.96 -1.28 0.10
H 0.38 1.20 -1.18 0.10
H 1.53 1.84 -0.01 0.10
H 2.22 1.09 -2.92 0.07
H 2.05 2.72 -2.27 0.07
H 3.36 1.71 -1.70 0.07

Entry R
22
Properties=species:S:1:pos:R:3:lowdin_charge:R:1 method="wB97M-V/def2-TZVPD" e_lumo_ev=0.80 homo_ev=-8.98
C 0.95 -3.05 1.23 -0.12
C 0.99 -1.70 0.63 -0.19
C 0.84 -1.31 -0.63 -0.13
C 0.78 0.12 -0.99 -0.14
C -0.08 0.94 -0.39 -0.12
C -0.12 2.43 -0.60 -0.26
C 0.00 2.78 -2.11 -0.11
H 0.40 -3.14 2.17 0.07
H 1.91 -3.56 1.20 0.08
H 0.33 -3.71 0.60 0.07
H 1.34 -0.91 1.32 0.12
H 0.44 -1.97 -1.40 0.11
H 1.61 0.44 -1.61 0.11
H -0.86 0.51 0.24 0.11
H -0.92 2.97 -0.10 0.10
H 0.78 2.78 -0.07 0.10
H 1.00 2.54 -2.45 0.07
H -0.93 2.36 -2.52 0.07
H -0.31 3.82 -2.38 0.07
O -2.59 -0.44 2.71 -0.07
H -3.48 -0.76 2.89 0.03
H -2.09 -1.14 2.25 0.03

Entry S
22
Properties=species:S:1:pos:R:3:lowdin_charge:R:1 method="wB97M-V/def2-TZVPD" e_lumo_ev=0.75 homo_ev=-8.77
C 0.32 0.40 0.66 -0.51
C 0.80 0.60 -0.85 -0.08
C -0.02 -0.68 -1.63 -0.20
C -1.05 0.98 0.99 -0.05
C 0.65 -0.89 1.38 -0.03
C -1.39 -1.22 -1.29 -0.13
C 1.43 1.46 0.90 -0.27
O 2.59 1.19 1.24 0.01
H 1.02 2.47 1.04 0.14
H 0.39 1.49 -1.32 0.11
H 1.82 0.29 -1.10 0.12
H -0.06 -0.26 -2.64 0.09
H 0.70 -1.50 -1.66 0.09
H -1.85 0.24 0.91 0.07
H -1.04 1.38 2.01 0.09
H 0.82 -0.67 2.44 0.10
H -0.15 -1.62 1.30 0.07
H -1.31 1.82 0.33 0.09
H 1.58 -1.32 1.01 0.09
H -1.38 -1.86 -0.41 0.06
H -1.73 -1.86 -2.12 0.08
H -2.14 -0.43 -1.19 0.07

Calculated relative energies: entry P 1.875; entry Q 0.000; entry R 0.499; entry S 0.389, given in eV